Computed, not measured: a molecular structure, C26H58P4SV at a distorted geometry, with wB97M-V/def2-TZVPD.

## Properties
2S+1: 3
E: -3731.9373 Eh
frontier orbital gap (alpha / beta): 5.112 / 4.900 eV
<S²>: 2.197
charge: +3

Each line ends with the Löwdin spin population.
Positions of all 90 atoms, in Å:
V1 -1.87 0.70 0.09  2.16
P1 0.03 1.35 1.74  0.00
P2 0.05 0.32 -1.55  0.00
P3 0.65 -4.88 0.67  -0.01
H1 -4.63 -0.79 2.57  0.00
C1 -3.65 -1.26 2.38  -0.01
C2 -2.65 -0.90 3.36  -0.01
H2 -2.86 -0.01 3.97  0.00
C3 0.09 3.07 2.39  0.00
C4 1.83 1.18 1.43  0.00
C5 0.01 0.44 3.32  0.00
C6 -0.48 -0.44 -3.13  0.00
C7 0.96 1.76 -2.24  0.01
C8 1.45 -0.82 -1.17  0.00
C9 0.35 -6.58 1.14  0.00
C10 2.08 -4.18 1.52  0.00
C11 0.80 -4.70 -1.11  0.00
H3 -3.78 -2.34 2.22  0.00
H4 -2.06 -1.69 3.84  0.00
H5 -0.83 3.34 2.91  0.00
H6 0.27 3.79 1.58  0.00
H7 0.92 3.15 3.11  0.00
H8 2.14 1.66 0.50  0.00
H9 2.13 0.13 1.42  0.00
H10 2.38 1.67 2.25  0.00
H11 -1.00 0.42 3.72  0.00
H12 0.67 0.93 4.05  0.00
H13 0.32 -0.60 3.18  0.00
H14 0.40 -0.53 -3.77  0.00
H15 -1.24 0.17 -3.63  0.00
H16 -0.90 -1.44 -2.96  0.00
H17 1.59 1.41 -3.06  0.00
H18 1.59 2.24 -1.48  0.00
H19 0.25 2.51 -2.63  0.00
H20 1.78 -1.28 -2.11  0.00
H21 1.12 -1.61 -0.48  0.00
H22 2.29 -0.27 -0.73  0.00
H23 1.03 -7.24 0.57  0.00
H24 -0.69 -6.84 0.91  0.00
H25 0.52 -6.71 2.22  0.00
H26 2.91 -4.90 1.45  0.00
H27 1.84 -4.00 2.57  0.00
H28 2.38 -3.23 1.06  0.00
H29 1.09 -5.67 -1.53  0.00
H30 1.55 -3.94 -1.37  0.00
H31 -0.17 -4.41 -1.54  0.00
C12 -1.98 -1.62 0.52  -0.06
C13 -2.13 -2.04 -0.82  0.00
C14 -3.32 -1.81 -1.52  -0.06
C15 -4.27 -0.92 -1.02  0.03
C16 -4.01 -0.18 0.15  -0.07
C17 -2.99 -0.66 1.12  0.02
S1 -1.01 -2.56 1.65  -0.02
H32 -0.61 -4.04 1.05  0.00
H33 -1.38 -2.73 -1.22  0.00
H34 -3.53 -2.33 -2.44  0.00
H35 -5.23 -0.81 -1.54  0.00
H36 -4.85 0.35 0.62  0.00
H37 -2.40 0.29 1.57  0.01
C18 -1.22 4.73 -2.21  0.00
C19 -1.09 4.34 -0.73  0.00
C20 -0.95 5.63 0.09  0.00
P4 -2.34 3.08 -0.07  0.01
C21 -3.20 3.90 1.36  0.00
C22 -4.19 4.98 0.94  0.00
C23 -3.89 2.87 2.27  0.01
C24 -3.66 2.72 -1.35  0.01
C25 -4.24 3.89 -2.16  0.00
C26 -3.07 1.63 -2.24  0.00
H38 -2.08 5.40 -2.36  0.00
H39 -1.30 3.87 -2.89  0.00
H40 -0.32 5.30 -2.49  0.00
H41 -0.16 3.76 -0.61  0.00
H42 -1.82 6.29 -0.06  0.00
H43 -0.81 5.48 1.16  0.00
H44 -0.08 6.19 -0.28  0.00
H45 -2.39 4.37 1.95  0.00
H46 -5.07 4.55 0.45  0.00
H47 -4.54 5.51 1.84  0.00
H48 -3.74 5.74 0.29  0.00
H49 -3.18 2.17 2.74  0.00
H50 -4.42 3.39 3.08  0.00
H51 -4.63 2.28 1.71  0.00
H52 -4.48 2.29 -0.75  0.00
H53 -3.64 4.11 -3.04  0.00
H54 -5.24 3.58 -2.51  0.00
H55 -4.38 4.80 -1.57  0.00
H56 -2.39 2.04 -3.01  0.00
H57 -2.50 0.83 -1.65  0.00
H58 -3.89 1.11 -2.75  0.00

---

Computed, not measured: C20H19N3O4 in the gas phase at a distorted geometry, with wB97M-V/def2-TZVPD.

## Properties
energy above the lowest of the compared OMol25 structures with the same formula, charge and spin: 342.2 kJ/mol
E: -1238.7323 Eh
frontier orbital gap: 9.369 eV
charge: 0

Each line ends with the natural charge from an NBO analysis.
Positions of all 46 atoms, in Å:
C1 4.96 1.20 -2.65  -0.25
H1 5.28 2.05 -2.04  0.18
O1 5.22 -0.03 -2.02  -0.51
C2 4.63 -0.29 -0.82  0.40
C3 4.93 -1.52 -0.25  -0.29
C4 4.38 -1.88 0.96  -0.18
C5 3.51 -1.02 1.62  -0.26
C6 3.20 0.21 1.06  0.01
C7 3.76 0.57 -0.16  -0.34
H2 3.50 1.53 -0.58  0.22
C8 2.23 1.15 1.72  -0.51
C9 0.89 1.09 1.02  0.67
O2 0.32 2.05 0.53  -0.63
N1 0.37 -0.15 0.96  -0.45
N2 -0.87 -0.37 0.36  -0.44
C10 -1.51 -1.54 0.57  0.65
O3 -0.98 -2.47 1.17  -0.64
C11 -2.85 -1.62 -0.04  -0.30
C12 -3.49 -2.77 -0.43  0.42
O4 -4.65 -2.45 -1.00  -0.26
N3 -4.82 -1.10 -0.98  -0.12
C13 -3.76 -0.58 -0.41  0.13
C14 -3.66 0.86 -0.21  -0.03
C15 -3.23 1.38 1.02  -0.22
C16 -3.13 2.74 1.20  -0.19
C17 -3.46 3.61 0.17  -0.19
C18 -3.90 3.10 -1.04  -0.20
C19 -4.01 1.74 -1.23  -0.20
H3 -4.36 1.33 -2.17  0.23
H4 -4.17 3.78 -1.85  0.22
H5 -3.37 4.67 0.31  0.22
H6 -2.79 3.13 2.15  0.22
H7 -3.00 0.70 1.83  0.22
C20 -3.09 -4.19 -0.34  -0.68
H8 -2.16 -4.26 0.22  0.27
H9 -3.87 -4.76 0.17  0.24
H10 -2.96 -4.61 -1.33  0.24
H11 -1.28 0.47 -0.02  0.44
H12 0.78 -0.98 1.36  0.44
H13 2.59 2.18 1.68  0.25
H14 2.09 0.87 2.77  0.23
H15 3.08 -1.31 2.57  0.21
H16 4.62 -2.84 1.40  0.22
H17 5.61 -2.18 -0.77  0.22
H18 5.53 1.19 -3.57  0.20
H19 3.89 1.31 -2.88  0.18

---

Computed, not measured: C4H4O in the gas phase, with wB97M-V/def2-TZVPD.

## Properties
energy above the lowest of the compared OMol25 structures with the same formula, charge and spin: 135.8 kJ/mol
E: -229.9762 Eh
frontier orbital gap: 10.712 eV
charge: 0

Each line ends with the natural charge from an NBO analysis.
Positions of all 9 atoms, in Å:
C1 -1.80 0.22 -0.06  -0.70
C2 -0.36 -0.01 -0.10  0.10
C3 0.84 -0.07 -0.15  -0.15
C4 2.25 -0.28 0.08  0.37
O1 3.15 0.43 -0.31  -0.49
H1 -1.97 1.29 -0.18  0.25
H2 -2.23 -0.11 0.89  0.24
H3 -2.30 -0.31 -0.88  0.25
H4 2.42 -1.17 0.71  0.13